{
  "formula": "C22H52BrN8O9P",
  "method": "ωB97M-V/def2-TZVPD",
  "smiles": "CNCC(=O)O[C@H](N)P(O)Br.CNC(C)=O.CNC(C)=O.CNC(C)=O.CNC(C)=O.CNC(C)=O.CNC(C)=O",
  "gap_ha": 0.2955,
  "fmax_ha_per_bohr": 0.0918,
  "elements": ["C", "N", "C", "C", "O", "O", "C", "N", "P", "O", "Br", "H", "H", "H", "H", "H", "H", "H", "H", "H", "H", "C", "N", "C", "C", "O", "H", "H", "H", "H", "H", "H", "H", "C", "N", "C", "C", "O", "H", "H", "H", "H", "H", "H", "H", "C", "N", "C", "C", "O", "H", "H", "H", "H", "H", "H", "H", "C", "N", "C", "C", "O", "H", "H", "H", "H", "H", "H", "H", "C", "N", "C", "C", "O", "H", "H", "H", "H", "H", "H", "H", "C", "N", "C", "C", "O", "H", "H", "H", "H", "H", "H", "H"],
  "xyz": [[4.999021, -0.360157, -1.091708], [4.066522, 0.481858, -1.897595], [2.686801, 0.453439, -1.354298], [1.609565, -0.240355, -2.308776], [1.671869, -0.004669, -3.547272], [0.595793, -1.148201, -1.896337], [-0.174489, -0.636881, -0.786486], [-0.180863, -1.729319, 0.248622], [-2.028081, -0.334893, -1.197633], [-2.331447, 1.385026, -1.105455], [-2.517353, -0.963062, -3.320173], [6.082920, -0.164423, -1.438863], [4.774434, -1.483439, -1.188799], [4.951985, -0.013856, 0.007618], [4.107285, 0.280467, -2.902434], [2.313243, 1.536884, -1.200832], [2.694404, -0.020360, -0.314977], [0.209173, 0.344141, -0.342207], [-0.725879, -1.417200, 1.062828], [0.790246, -1.953161, 0.500707], [-1.549983, 1.790972, -0.645367], [-6.838579, -4.852915, -2.303976], [-6.010065, -4.358477, -1.225705], [-5.395784, -3.147071, -1.121179], [-5.575693, -2.167029, -2.249548], [-4.724218, -2.885817, -0.132400], [-7.821796, -5.099587, -1.896694], [-6.379802, -5.761116, -2.701219], [-6.951381, -4.125237, -3.104531], [-5.844266, -4.961898, -0.432552], [-5.030196, -1.251845, -2.024591], [-5.180065, -2.586112, -3.176579], [-6.633492, -1.919725, -2.365511], [1.060155, 5.149224, -4.937641], [1.447440, 4.383927, -3.772677], [0.792993, 3.340309, -3.194516], [-0.503255, 2.891588, -3.813427], [1.263561, 2.798214, -2.202417], [1.851862, 5.061547, -5.685052], [0.962374, 6.196822, -4.643743], [0.120890, 4.804378, -5.364183], [2.308260, 4.627336, -3.302960], [-0.905535, 2.053420, -3.244295], [-1.231178, 3.705673, -3.791352], [-0.333832, 2.562160, -4.840468], [5.045786, 3.926526, 2.374927], [4.746991, 2.512703, 2.311234], [5.437689, 1.478908, 2.865713], [6.678097, 1.803391, 3.655055], [5.044140, 0.330689, 2.714014], [4.196203, 4.436894, 2.834545], [5.174339, 4.296608, 1.355313], [5.945611, 4.132736, 2.950418], [3.927794, 2.218171, 1.797300], [7.117706, 0.880249, 4.032910], [7.411087, 2.299093, 3.015108], [6.425766, 2.440018, 4.505675], [5.517123, -6.850087, -1.056602], [5.508025, -5.473854, -1.503228], [5.363703, -4.345905, -0.755497], [5.188366, -4.503802, 0.731279], [5.379070, -3.247433, -1.296007], [6.470469, -7.298659, -1.344994], [4.706849, -7.380554, -1.561650], [5.388820, -6.935329, 0.020151], [5.620629, -5.288907, -2.490153], [5.086312, -3.519819, 1.189875], [4.285180, -5.079859, 0.943428], [6.062240, -4.997142, 1.161769], [-3.129141, 4.883940, 2.270452], [-2.209817, 3.831478, 1.894483], [-0.922919, 3.948737, 1.470061], [-0.339863, 5.332125, 1.362965], [-0.276847, 2.946176, 1.188906], [-3.440134, 4.715407, 3.303782], [-4.004843, 4.823213, 1.620675], [-2.682829, 5.872123, 2.184058], [-2.531380, 2.874400, 1.940928], [0.690252, 5.263881, 1.012611], [-0.910758, 5.925196, 0.645568], [-0.341379, 5.816723, 2.341529], [-5.514765, -1.631301, 2.712125], [-5.570487, -1.593625, 4.159734], [-6.632111, -1.854333, 4.969803], [-7.935940, -2.234754, 4.319657], [-6.509165, -1.776297, 6.185371], [-4.753638, -2.355275, 2.417044], [-5.222037, -0.641153, 2.355646], [-6.467951, -1.908282, 2.267785], [-4.732083, -1.345891, 4.665734], [-8.686011, -2.411706, 5.090690], [-8.285177, -1.424209, 3.676601], [-7.812533, -3.151792, 3.739867]],
  "forces_ev_per_a": [[0.5, -0.2, 0.1], [-0.3, -0.2, 0.6], [-1.0, 0.4, 0.9], [0.7, 0.8, -4.3], [-0.1, -1.1, 4.6], [0.9, 2.3, 0.9], [0.7, -0.3, 0.6], [-0.3, 1.2, -0.9], [-1.6, 0.7, 1.3], [2.0, -1.7, 0.0], [1.0, 0.6, 0.2], [-1.7, -0.4, 0.4], [0.4, 2.1, 0.4], [0.0, -0.6, -1.6], [-0.3, 0.0, 0.7], [0.5, -2.0, -0.4], [0.0, 0.3, -1.4], [-0.1, -1.0, -0.9], [0.5, -0.3, -0.4], [-0.6, 0.3, 0.0], [-0.7, -0.1, -0.5], [0.1, -0.3, 0.4], [0.1, 0.4, 0.0], [0.3, -0.1, 0.4], [-0.1, 0.1, 0.0], [-0.2, 0.0, -0.1], [-0.1, 0.0, -0.3], [-0.2, 0.0, -0.2], [0.1, 0.0, 0.1], [0.0, 0.1, -0.1], [-0.1, -0.2, 0.1], [-0.2, 0.1, 0.0], [0.0, -0.1, -0.2], [0.5, 0.1, 0.2], [-0.3, -0.3, 0.2], [0.3, -0.1, 0.2], [0.0, -0.1, 0.1], [-0.5, 0.5, -0.2], [-0.2, 0.1, -0.2], [-0.1, 0.0, -0.3], [0.1, 0.0, 0.1], [-0.1, 0.0, -0.1], [0.1, 0.1, 0.0], [0.0, -0.1, -0.2], [-0.1, 0.1, 0.0], [-0.4, -0.1, -0.3], [0.3, -0.3, 0.3], [-0.4, -0.3, -0.3], [0.1, -0.1, 0.1], [0.1, 0.1, 0.1], [0.2, 0.2, 0.0], [0.1, 0.2, 0.1], [-0.1, -0.1, 0.0], [0.1, 0.1, 0.0], [-0.2, 0.1, -0.1], [0.0, 0.1, 0.1], [0.1, 0.1, -0.1], [0.1, 0.1, -0.5], [0.0, 0.3, 0.3], [0.0, 0.2, -0.4], [0.0, 0.1, 0.1], [0.2, -0.8, 0.1], [-0.1, -0.2, 0.2], [0.1, -0.2, 0.2], [0.0, 0.1, -0.1], [0.0, 0.0, 0.1], [0.0, -0.1, -0.2], [0.1, -0.1, 0.1], [-0.1, -0.1, 0.1], [-0.2, -0.4, 0.0], [0.5, 0.1, -0.2], [-0.1, -0.5, 0.0], [0.2, 0.1, 0.0], [0.0, 0.0, -0.1], [-0.1, 0.3, 0.0], [-0.1, 0.2, 0.1], [0.0, -0.2, 0.0], [0.0, 0.1, 0.0], [-0.2, -0.1, 0.0], [0.0, 0.1, 0.2], [-0.1, 0.1, -0.1], [0.6, 0.1, 0.2], [-0.6, -0.1, 0.2], [0.5, 0.2, 0.5], [-0.2, -0.1, 0.0], [-0.2, 0.0, -0.2], [-0.2, 0.1, -0.3], [-0.1, -0.1, -0.3], [0.1, 0.0, 0.1], [-0.1, -0.1, -0.1], [0.2, 0.1, 0.0], [0.0, -0.2, -0.1], [-0.1, 0.1, -0.1]]
}


{
  "formula": "C22H52LiN2O18P",
  "method": "ωB97M-V/def2-TZVPD",
  "relative_energy_kcal_mol": 26.4,
  "gap_ha": 0.2470,
  "fmax_ha_per_bohr": 0.1908,
  "elements": ["C", "N", "C", "C", "C", "C", "O", "H", "H", "H", "H", "H", "H", "H", "H", "H", "H", "H", "H", "H", "H", "C", "N", "C", "C", "C", "C", "O", "H", "H", "H", "H", "H", "H", "H", "H", "H", "H", "H", "H", "H", "H", "Li", "P", "O", "O", "O", "O", "C", "O", "C", "O", "O", "C", "H", "H", "H", "H", "H", "H", "C", "O", "C", "O", "O", "C", "H", "H", "H", "H", "H", "H", "C", "O", "C", "O", "O", "C", "H", "H", "H", "H", "H", "H", "C", "O", "C", "O", "O", "C", "H", "H", "H", "H", "H", "H"],
  "xyz": [[-4.514256, 0.818484, -2.750027], [-4.551703, 0.737613, -1.263515], [-5.783414, 1.424563, -0.727232], [-4.557623, -0.695184, -0.834395], [-3.359891, 1.383027, -0.637137], [-3.399314, 1.522297, 0.908059], [-2.263535, 2.051877, 1.648973], [-3.892709, 0.174325, -3.189990], [-4.449773, 1.806694, -3.101002], [-5.593170, 0.549062, -3.202600], [-5.907348, 2.539682, -0.613349], [-6.090365, 1.195395, 0.172911], [-6.471144, 1.183647, -1.421432], [-5.393005, -1.295772, -1.411235], [-4.648438, -0.719454, 0.231240], [-3.480058, -1.043705, -1.237332], [-3.282231, 2.467039, -1.103083], [-2.283553, 1.030079, -0.958908], [-3.665487, 0.413685, 1.287427], [-4.176612, 2.123884, 1.224774], [-1.706850, 1.286518, 1.608659], [-1.426823, -3.185710, 6.033210], [-0.258247, -2.406119, 5.455294], [0.751749, -2.228296, 6.516546], [0.376329, -2.986770, 4.350988], [-0.902752, -1.088617, 5.074773], [0.081071, 0.086043, 4.646110], [-0.436843, 1.123143, 3.778832], [-0.993688, -4.392800, 6.089486], [-2.257771, -3.099055, 5.426872], [-1.732612, -2.563256, 6.929588], [0.234758, -1.947141, 7.521689], [1.670726, -1.565297, 6.470400], [1.254177, -3.360015, 6.797408], [1.233700, -2.401577, 3.883138], [-0.238139, -2.993672, 3.501118], [0.633930, -4.114415, 4.710550], [-1.610266, -0.640958, 5.847569], [-1.567436, -1.244158, 4.169083], [0.883516, -0.175329, 3.948939], [0.687496, 0.559874, 5.656001], [-0.768209, 0.471395, 2.867627], [0.322311, -0.219101, 0.328299], [-1.308991, -1.424698, 1.187138], [-1.359963, -1.130297, -0.261639], [-0.979196, 0.020034, 1.640756], [0.050117, -1.878936, 1.312605], [-2.480978, -2.097693, 1.923208], [2.599349, 1.786018, 2.651139], [3.389797, 2.030640, 1.489921], [2.996477, 1.694728, 0.267404], [2.035802, 0.910035, 0.092251], [3.717503, 2.123093, -0.686630], [3.257968, 1.765540, -2.003239], [2.419784, 0.715778, 2.758398], [1.747872, 2.388665, 2.465311], [3.149800, 2.082320, 3.541797], [2.064972, 1.955348, -2.138351], [3.480542, 0.597717, -2.304311], [3.878136, 2.251460, -2.830347], [1.635685, 0.017279, -7.114844], [0.452518, 0.090691, -6.309576], [0.406480, -0.559899, -5.068076], [1.407107, -1.269427, -4.715431], [-0.596208, -0.190238, -4.318312], [-1.036362, -0.949318, -3.159826], [2.028261, -1.052195, -7.272174], [2.459054, 0.842634, -6.597890], [1.429829, 0.390117, -7.948976], [-2.028799, -0.432404, -3.105792], [-0.440528, -0.810933, -2.410130], [-1.256682, -1.983934, -3.407362], [0.414116, 3.633330, -5.322846], [-0.015424, 2.859528, -4.120500], [0.106952, 3.430641, -2.934294], [0.431570, 4.635930, -2.819763], [-0.246832, 2.639547, -1.833402], [-0.194169, 3.095759, -0.533641], [-0.294600, 4.388122, -5.324252], [0.047021, 2.815431, -6.089697], [1.446310, 3.752065, -5.381330], [0.719999, 3.607764, -0.305883], [-0.144304, 2.138980, 0.020096], [-0.969452, 3.841539, -0.375813], [2.952796, -2.334059, 0.690998], [4.336349, -2.086888, 0.645791], [4.980320, -2.298568, -0.595063], [4.357216, -2.778994, -1.602880], [6.229745, -2.015373, -0.648796], [6.996374, -2.470881, -1.732452], [2.711362, -3.209530, 0.338967], [2.287116, -1.626601, 0.102673], [2.530246, -2.176935, 1.678964], [6.591802, -2.527383, -2.585243], [7.173846, -3.543358, -1.698214], [7.965800, -2.234113, -1.884763]],
  "forces_ev_per_a": [[-5.9, 1.0, 0.6], [0.1, 0.8, 1.1], [1.9, 3.1, -2.9], [1.1, -2.0, -3.3], [4.1, 3.9, -1.0], [0.9, -3.2, 1.4], [-3.6, 1.7, -2.4], [2.8, -2.3, -1.2], [0.8, 1.4, 0.0], [2.2, 0.1, 1.4], [1.6, -0.7, -0.9], [-0.9, -2.4, 4.6], [-2.8, -1.0, -2.0], [1.5, 1.4, 1.3], [0.1, -0.5, 0.3], [-2.3, 0.2, 1.6], [-0.7, -1.8, 0.8], [-2.5, -0.6, 0.5], [0.9, 2.3, -0.4], [-1.9, 1.3, 0.3], [1.9, -1.9, 0.3], [3.1, -2.3, 1.7], [-1.2, 2.9, 2.2], [1.7, -2.5, 4.7], [2.8, -3.6, -1.8], [-1.0, 3.1, -1.7], [2.1, 2.0, 0.7], [-1.2, -2.2, 1.6], [-1.7, 3.7, 0.5], [-1.4, -0.2, -2.0], [0.7, -1.6, -0.4], [0.7, -0.3, -1.9], [-1.6, -0.5, -1.2], [-1.6, 3.1, -1.1], [-0.7, -0.7, 1.5], [-1.5, -0.4, -1.2], [-0.2, 2.7, -1.3], [1.2, -1.1, -0.4], [0.8, -0.4, 0.8], [0.4, -1.6, 0.8], [-1.9, -1.1, -2.5], [0.6, 1.0, 0.2], [0.5, -0.2, -0.1], [-4.2, -0.7, 1.5], [-2.4, 0.5, -5.3], [-0.7, 4.0, 3.0], [6.6, -4.8, 2.2], [1.1, 0.8, -0.5], [0.2, -0.8, -0.5], [2.1, 1.0, -1.4], [-3.6, -3.7, 2.6], [0.9, 1.3, 0.2], [1.4, 1.2, -1.9], [-1.3, -2.4, -2.9], [-0.5, 0.1, -0.3], [-1.3, 0.0, 0.7], [0.2, 0.4, -0.4], [3.2, -0.4, 0.4], [-0.8, 2.7, 1.5], [-0.9, 0.2, 1.8], [4.1, -2.1, 8.7], [-1.3, -0.6, 1.4], [5.8, -1.5, 0.1], [-4.1, 2.0, -1.1], [0.1, 0.0, -1.9], [-4.7, 0.2, -5.0], [-0.4, 1.7, 0.8], [-1.9, -2.8, -1.4], [-2.2, 3.2, -7.1], [1.0, -0.7, 1.0], [3.2, 0.6, 4.5], [0.5, -0.1, 0.0], [-3.1, -5.1, -0.2], [0.6, -1.1, 1.0], [0.2, 3.8, 1.8], [-0.6, -3.1, 0.2], [0.5, -0.5, -5.4], [0.6, 0.2, 1.1], [-0.4, 2.3, -0.5], [1.1, 1.9, 1.0], [1.5, 0.8, 0.2], [0.8, 0.4, -0.1], [-0.9, 1.1, 0.4], [-0.4, -0.5, 0.6], [-1.4, 5.2, 0.5], [3.1, 0.5, -2.1], [-5.9, -2.6, -2.8], [2.0, 1.7, 3.8], [2.1, 1.4, 1.7], [0.5, -3.4, 4.4], [-1.1, -5.0, -1.7], [1.4, -0.5, 0.3], [0.7, -0.2, 0.4], [-4.1, 1.1, -6.4], [-0.4, -0.8, 1.2], [3.0, 2.6, 0.8]]
}


What is the formula in the second record? C22H52LiN2O18P


Which formula does entry 1 have? C22H52BrN8O9P